(1)
C3H3NO | the ωB97M-V functional and the def2-TZVPD basis

Last column: Mulliken charge in e.
Atoms and positions in Å:
N1 1.03 -0.47 -0.19  -0.38
C1 2.21 -0.29 0.06  0.43
O1 3.29 -0.05 -0.25  -0.38
H1 0.02 -0.25 0.36  0.24
C2 -1.53 0.86 0.22  -0.43
C3 -2.01 -0.26 -0.04  -0.25
H2 -0.98 1.72 0.11  0.40
H3 -2.02 -1.25 -0.26  0.37

SMILES string: N=C=O.C#C
2S+1: 1
HOMO (eV): -10.41
LUMO level (Ha): 0.0237

(2)
C3H3NO | the ωB97M-V functional and the def2-TZVPD basis

Last column: Mulliken charge in e.
Atoms and positions in Å:
C1 -0.60 -0.59 0.19  -0.22
C2 0.80 -0.28 0.11  -0.32
C3 -0.14 0.53 -0.68  -0.01
N1 0.04 0.31 1.20  -0.34
O1 -0.29 1.52 0.32  -0.28
H1 -1.12 -1.55 0.33  0.36
H2 1.61 -0.89 0.29  0.48
H3 -0.30 0.95 -1.76  0.33

2S+1: 1
HOMO (eV): -9.88
LUMO level (Ha): 0.0382

(3)
C3H3NO | the ωB97M-V functional and the def2-TZVPD basis

Last column: Mulliken charge in e.
Atoms and positions in Å:
C1 0.00 -0.25 2.62  -0.08
C2 0.03 -0.41 1.19  0.60
C3 -0.09 0.46 -1.27  -0.45
N1 0.36 -1.44 2.04  -0.46
O1 0.14 -0.47 -0.13  -0.35
H1 -0.79 -0.03 -1.97  0.22
H2 0.88 0.70 -1.73  0.23
H3 -0.53 1.44 -0.74  0.28

2S+1: 3
HOMO (alpha / beta) (eV): -6.20 / -10.63
LUMO level (alpha / beta) (Ha): 0.0225 / -0.0711

(4)
C3H3NO2 | the ωB97M-V functional and the def2-TZVPD basis

Last column: Mulliken charge in e.
Atoms and positions in Å:
N1 2.52 -0.86 -0.47  -0.36
C1 1.51 -0.36 -0.24  0.08
C2 0.26 0.30 0.20  0.29
O1 0.01 1.47 -0.50  -0.52
C3 -0.95 -0.64 0.14  0.08
O2 -2.01 -0.20 -0.25  -0.48
H1 0.42 0.49 1.28  0.19
H2 -0.94 1.47 -0.67  0.36
H3 -0.83 -1.67 0.50  0.36

SMILES string: N#C[C@@H](O)C=O
2S+1: 1
HOMO (eV): -11.21
LUMO level (Ha): 0.0035

(5)
C3H3NO2 | the ωB97M-V functional and the def2-TZVPD basis

Last column: Mulliken charge in e.
Atoms and positions in Å:
C1 1.32 0.23 -0.41  -0.42
O1 0.35 0.56 -1.12  -0.38
C2 -1.29 0.21 -0.35  0.60
O2 -2.26 0.46 -0.91  -0.27
C3 -0.76 -0.53 1.02  0.02
N1 -1.52 -1.14 1.70  -0.50
H1 0.37 -0.30 0.97  0.24
H2 1.77 -0.77 -0.50  0.37
H3 1.88 0.99 0.15  0.34

2S+1: 1
HOMO (alpha / beta) (eV): -9.35 / -9.35
LUMO level (alpha / beta) (Ha): -0.0224 / -0.0223

(6)
C3H3NO2 | the ωB97M-V functional and the def2-TZVPD basis

Last column: Mulliken charge in e.
Atoms and positions in Å:
O1 -0.15 1.70 -0.14  -0.50
C1 0.34 0.59 0.48  -0.14
C2 -0.64 -0.67 0.05  0.18
O2 -1.34 -0.48 -0.91  -0.54
C3 1.26 -0.32 -0.25  0.26
N1 1.29 -1.39 -0.72  -0.42
H1 -0.81 1.32 -0.76  0.39
H2 0.66 0.79 1.52  0.34
H3 -0.62 -1.53 0.73  0.43

2S+1: 1
HOMO (eV): -10.52
LUMO level (Ha): 0.0172

(7)
C3H3NO2 | the ωB97M-V functional and the def2-TZVPD basis

Last column: Mulliken charge in e.
Atoms and positions in Å:
C1 -1.85 0.01 0.26  -0.14
O1 -1.04 0.64 -0.38  -0.40
C2 1.50 0.85 -1.57  0.14
O2 1.71 1.96 -1.52  -0.17
C3 1.49 -1.10 0.79  0.55
N1 2.51 -1.49 1.15  -0.34
H1 0.55 -0.71 0.43  -0.17
H2 -1.80 -0.05 1.36  0.27
H3 -2.67 -0.55 -0.23  0.25

2S+1: 1
HOMO (eV): -11.15
LUMO level (Ha): -0.0030

(8)
C3H3NO2 | the ωB97M-V functional and the def2-TZVPD basis

Last column: Mulliken charge in e.
Atoms and positions in Å:
C1 -1.08 -0.19 0.11  -0.64
O1 -0.48 0.85 -0.51  -0.31
C2 0.91 0.98 -0.58  0.64
O2 1.43 1.89 -1.12  -0.42
C3 1.59 -0.22 0.13  -0.14
N1 0.84 -1.05 0.62  -0.19
H1 -0.01 -1.53 0.91  0.38
H2 -1.61 0.11 1.02  0.34
H3 -1.61 -0.85 -0.57  0.34

2S+1: 1
HOMO (eV): -8.63
LUMO level (Ha): 0.0030

Respective ΔE to the lowest compared entry with this formula, charge and spin values: 284.5, 555.1, 349.3, 169.0, 470.2, 306.9, 251.3, 500.4 kJ/mol.
Respective max |F| values: 6.498, 3.100, 4.050, 1.123, 1.451, 2.238, 1.438, 0.755 eV/A.